9 unconnected molecules or ions with the total composition C40H52F8NO24 in a non-equilibrium geometry. Source: OMol25; level of theory: ωB97M-V/def2-TZVPD.

Values from the calculation:
frontier orbital gap = 7.529 eV
HOMO energy = -12.24 eV
F_max = 0.1050 Eh/bohr

Structure (ORCA input):
```
! RIJCOSX wB97M-V def2-TZVPD def2/J DEFGRID3
* xyz 1 1
C -0.59 -1.91 -0.38
C -1.37 -1.66 -1.80
C -0.86 -0.36 -2.66
C -0.62 1.00 -1.78
C -1.74 1.28 -0.61
C -2.46 2.78 -0.71
C -3.38 2.83 -2.06
C -4.98 2.53 -1.82
C -6.03 3.74 -2.25
C -7.63 3.45 -2.07
C -8.08 1.98 -1.48
N -7.10 0.87 -1.07
C -7.74 -0.41 -0.57
C -6.71 -1.51 0.07
C -8.52 -1.11 -1.86
C -7.45 -1.61 -3.01
C -5.60 1.11 -1.22
H 0.18 -1.07 -0.09
H -0.02 -2.94 -0.48
H -1.35 -1.97 0.53
H -2.52 -1.47 -1.56
H -1.35 -2.68 -2.42
H -1.59 -0.15 -3.56
H 0.19 -0.67 -3.14
H 0.50 0.97 -1.37
H -0.63 1.91 -2.56
H -1.14 1.27 0.42
H -2.62 0.51 -0.57
H -1.57 3.56 -0.87
H -3.00 3.06 0.29
H -2.98 2.06 -2.85
H -3.28 3.90 -2.58
H -5.66 4.77 -2.68
H -8.49 4.21 -2.35
H -9.25 1.77 -1.39
H -8.60 -0.14 0.22
H -7.37 -2.43 0.43
H -5.94 -1.96 -0.70
H -6.20 -1.02 1.01
H -9.32 -0.40 -2.34
H -9.12 -2.07 -1.47
H -6.97 -2.62 -2.61
H -6.59 -0.79 -3.12
H -7.93 -1.74 -4.08
H -4.82 0.29 -0.93
C 1.53 -2.11 3.32
C 2.19 -0.97 4.01
O 1.98 0.12 3.14
C 0.81 -0.17 2.50
O 0.16 0.65 1.87
O 0.46 -1.48 2.65
F 3.53 -1.17 4.12
H 2.19 -2.59 2.58
H 1.17 -2.87 4.01
H 1.77 -0.74 5.00
C 1.34 3.95 -3.72
C 2.57 4.13 -4.55
O 2.84 2.83 -5.01
C 1.63 2.21 -5.08
O 1.42 1.18 -5.69
O 0.67 2.90 -4.38
F 3.61 4.54 -3.79
H 1.56 3.65 -2.69
H 0.72 4.86 -3.69
H 2.44 4.81 -5.40
C 4.66 2.94 4.99
C 3.47 3.77 4.66
O 2.40 2.85 4.67
C 2.78 1.88 5.56
O 2.02 1.07 6.04
O 4.12 1.95 5.84
F 3.57 4.29 3.42
H 5.09 2.45 4.10
H 5.44 3.51 5.49
H 3.27 4.57 5.38
C -0.58 3.73 6.27
C -0.01 4.70 7.25
O -0.95 5.75 7.27
C -2.14 5.16 6.98
O -3.23 5.67 7.17
O -1.97 3.90 6.45
F 1.17 5.20 6.80
H -0.32 3.97 5.23
H -0.28 2.70 6.48
H 0.12 4.29 8.26
C 1.22 -7.05 3.71
C 1.79 -6.08 4.69
O 0.85 -5.04 4.71
C -0.34 -5.63 4.42
O -1.43 -5.11 4.61
O -0.17 -6.88 3.89
F 2.97 -5.59 4.24
H 1.48 -6.81 2.67
H 1.52 -8.08 3.92
H 1.92 -6.49 5.70
C 5.52 1.86 -2.75
C 4.97 0.60 -2.16
O 5.70 0.45 -0.97
C 6.02 1.72 -0.59
O 6.41 2.02 0.53
O 5.85 2.62 -1.61
F 5.23 -0.46 -2.96
H 6.43 1.68 -3.34
H 4.79 2.38 -3.38
H 3.90 0.65 -1.94
C -0.61 -3.22 -5.58
C -1.99 -3.67 -5.94
O -1.78 -4.94 -6.52
C -0.66 -5.42 -5.93
O -0.32 -6.60 -5.96
O 0.04 -4.44 -5.28
F -2.53 -2.85 -6.87
H -0.09 -2.74 -6.42
H -0.60 -2.55 -4.73
H -2.66 -3.76 -5.08
C 8.01 -1.83 -1.25
C 7.31 -2.80 -0.36
O 8.27 -3.81 -0.15
C 9.48 -3.18 -0.25
O 10.53 -3.65 0.13
O 9.36 -1.95 -0.83
F 6.25 -3.35 -0.98
H 7.94 -2.10 -2.31
H 7.65 -0.81 -1.12
H 7.00 -2.38 0.61
*
```

2 unconnected molecules or ions with the total composition C12H14FO5S2 in a non-equilibrium geometry. Source: OMol25; level of theory: ωB97M-V/def2-TZVPD.

Values from the calculation:
frontier orbital gap = 6.823 eV
HOMO energy = -3.73 eV
F_max = 0.0750 Eh/bohr

Structure (ORCA input):
```
! RIJCOSX wB97M-V def2-TZVPD def2/J DEFGRID3
* xyz -1 1
F 5.72 0.48 1.91
S 4.36 1.40 1.96
C 3.22 0.30 1.22
C 2.37 0.65 0.24
O 4.08 1.55 3.36
O 4.63 2.51 1.11
H 3.24 -0.70 1.68
H 1.80 -0.18 -0.18
H 2.34 1.64 -0.22
C -0.30 -0.61 -4.77
C 0.26 -0.65 -3.38
O -0.31 0.45 -2.61
C -0.21 0.22 -1.28
C -0.13 1.45 -0.50
S -0.32 1.42 1.16
C -1.58 0.18 1.59
C -1.23 -1.17 1.64
C -2.19 -2.13 1.97
C -3.48 -1.73 2.30
C -3.82 -0.37 2.28
C -2.87 0.59 1.94
O -0.86 2.72 1.61
O -0.11 -0.92 -0.82
H 0.27 -1.29 -5.40
H -1.34 -0.94 -4.76
H -0.25 0.40 -5.20
H 0.02 -1.60 -2.89
H 1.35 -0.50 -3.38
H -0.38 2.37 -1.01
H -0.22 -1.47 1.40
H -1.90 -3.18 1.97
H -4.22 -2.47 2.59
H -4.83 -0.05 2.53
H -3.11 1.65 1.93
*
```

C4H5NO in the gas phase in a non-equilibrium geometry. Source: OMol25; level of theory: ωB97M-V/def2-TZVPD.

Values from the calculation:
structure (SMILES) = C[C@@]1(C#N)CO1
frontier orbital gap = 10.810 eV
HOMO energy = -10.03 eV
ΔE to the lowest compared entry with this formula, charge and spin = 330.9 kJ/mol
F_max = 0.0629 Eh/bohr

Structure (ORCA input):
```
! RIJCOSX wB97M-V def2-TZVPD def2/J DEFGRID3
* xyz 0 1
C 1.21 0.05 -0.35
C -0.22 -0.23 -0.05
C -0.46 -1.33 0.91
N -0.60 -2.27 1.57
C -1.24 0.94 -0.14
O -1.26 -0.20 -0.97
H 1.61 -0.79 -0.91
H 1.28 0.97 -0.92
H 1.78 0.16 0.58
H -1.21 0.84 0.92
H -0.88 1.84 -0.65
*
```